1.
Formula: CH4INS
Source: OMol25
Level of theory: ωB97M-V with the def2-TZVPD basis set

```
! RIJCOSX wB97M-V def2-TZVPD def2/J DEFGRID3
* xyz 0 1
I 3.11 -0.01 -0.16
S 1.07 1.29 0.48
N -0.24 0.31 0.75
C -0.84 -0.23 -0.42
H -0.04 -0.97 -0.82
H -1.78 -0.80 -0.36
H -0.94 0.54 -1.11
H -0.34 -0.13 1.63
*
```

The calculation puts the total energy at -21527.373 eV. As for the energy above the lowest of the compared OMol25 structures with the same formula, charge and spin: 0.0 kJ/mol. The HOMO energy is -8.79 eV. Its SMILES is CNSI. The orbital gap comes out at 0.304 hartree.

2.
Formula: C45H28Br2CdF2N6O3S
Source: OMol25
Level of theory: ωB97M-V with the def2-TZVPD basis set

```
! RIJCOSX wB97M-V def2-TZVPD def2/J DEFGRID3
* xyz -2 1
Cd -0.59 -0.18 0.19
Br 0.95 -7.77 2.67
Br 9.07 1.59 -0.89
S -2.19 -2.47 -0.81
F -0.03 -0.50 -5.23
F -2.37 3.34 -3.93
O -1.36 -1.37 1.81
O -2.86 -0.08 2.86
O -0.08 -1.49 -2.58
N 6.13 -3.58 -2.06
N 5.00 -3.75 -2.53
N 1.43 -1.45 -0.13
N -1.96 2.24 0.08
N 0.80 1.34 1.23
N 1.57 -1.12 2.31
C 3.57 -1.66 1.00
C 1.80 -3.33 1.46
C 0.27 2.56 0.82
C -0.53 -0.15 -2.92
C 2.09 -1.85 1.14
C -2.55 -1.03 2.13
C 1.29 -5.96 2.17
C 7.05 0.01 -2.14
C 0.60 3.92 1.45
C 4.17 -1.96 -0.15
C 3.88 -2.91 -2.48
C 2.04 0.11 2.80
C -1.29 2.81 1.17
C 8.43 -1.17 -0.55
C 2.12 -5.19 2.98
C 1.86 -2.36 -3.66
C -1.77 2.80 -1.07
C 8.08 -0.01 -1.22
C 1.34 -1.82 -2.50
C 1.62 2.52 3.21
C 6.68 -2.35 -1.73
C 1.15 3.72 2.83
C -1.22 4.97 -0.04
C -4.64 -3.31 -0.13
C 7.75 -2.34 -0.82
C 6.35 -1.16 -2.39
C -5.78 -3.45 0.63
C -1.71 2.21 -3.55
C -1.57 1.89 -2.21
C -3.65 -1.89 1.54
C 3.11 -2.94 -3.66
C 0.70 -5.44 1.04
C -1.20 1.42 -4.58
C -0.58 0.24 -4.25
C 2.36 -3.88 2.61
C -5.88 -2.80 1.86
C -0.90 4.32 1.27
C -0.98 0.64 -1.89
C 2.01 -1.83 -1.25
C -4.81 -2.03 2.29
C -3.54 -2.54 0.29
C 0.97 -4.12 0.68
C -1.52 4.25 -1.13
C 3.39 -2.28 -1.32
C 1.49 1.30 2.40
H 0.04 -6.05 0.43
H -4.56 -3.81 -1.09
H 0.32 2.64 -0.27
H -1.20 6.05 -0.09
H 5.53 -1.16 -3.10
H 1.24 4.58 3.48
H -0.51 -1.70 -1.68
H -1.28 1.73 -5.61
H -6.77 -2.90 2.47
H 5.24 -1.84 -0.22
H -1.58 2.36 2.11
H -1.67 4.74 -2.09
H 1.25 -2.37 -4.55
H 9.23 -1.15 0.18
H -6.60 -4.06 0.27
H 2.55 -5.61 3.88
H 3.50 -3.42 -4.54
H 1.29 4.55 0.87
H -4.86 -1.51 3.24
H 2.78 0.09 3.60
H 0.56 -1.11 2.24
H 2.07 2.39 4.19
H 0.49 -3.71 -0.19
H 4.11 -1.25 1.85
H -1.32 4.89 2.11
H 6.79 0.92 -2.65
H 8.01 -3.26 -0.33
H 2.99 -3.26 3.23
*
```

The calculation puts the total energy at -223117.632 eV. As for the energy above the lowest of the compared OMol25 structures with the same formula, charge and spin: 525.8 kJ/mol. The HOMO energy is -1.26 eV. The orbital gap comes out at 0.164 hartree.

3.
Formula: C18H29N3O10P2PdSi2
Source: OMol25
Level of theory: ωB97M-V with the def2-TZVPD basis set

```
! RIJCOSX wB97M-V def2-TZVPD def2/J DEFGRID3
* xyz 0 5
Pd -0.43 -0.46 -0.20
P -3.22 0.21 0.74
P -2.09 -2.67 0.94
Si 1.83 0.37 1.01
Si -0.48 3.03 -0.41
O -2.45 -4.01 1.76
O -2.23 -2.96 -0.52
O -4.45 0.96 1.05
O -0.82 -2.08 1.48
O 3.18 -3.38 -4.87
O -0.32 0.30 -2.13
O -1.84 0.59 1.20
O 0.84 0.33 -4.04
O -3.14 -0.12 -0.86
O 2.41 -1.33 -5.28
N 0.79 -1.97 -1.31
N 2.02 -3.43 -2.34
N -4.61 -2.04 0.39
C -3.98 -1.55 2.74
C 1.45 4.59 0.81
C 0.54 -0.18 -2.96
C 3.40 3.99 2.06
C -1.87 3.88 0.52
C 3.08 2.65 1.86
C 1.11 3.24 0.59
C 1.95 2.25 1.13
C 2.54 -2.41 -4.54
C 1.35 -3.15 -1.20
C 1.88 -2.38 -3.21
C -3.51 -1.54 1.30
C 1.26 -4.07 -0.04
C 1.10 -1.48 -2.55
C 2.58 4.96 1.52
C -0.25 3.81 -2.10
C 1.86 -0.39 2.71
C 3.28 -0.24 -0.02
H -4.26 -2.55 3.06
H 4.21 0.09 0.45
H -0.14 4.89 -2.01
H 2.78 -0.12 3.24
H 0.63 3.41 -2.60
H -3.15 -1.21 3.38
H -4.13 -2.37 -0.47
H 2.81 6.01 1.66
H 3.74 1.90 2.29
H 3.31 -1.33 -0.10
H -3.07 0.68 -1.40
H -1.95 3.49 1.54
H -1.11 3.61 -2.74
H 1.01 -0.04 3.30
H 0.38 -4.70 -0.13
H -2.01 -4.06 2.61
H 0.82 5.37 0.40
H 1.88 -0.62 -4.82
H 2.55 -4.26 -2.56
H -5.26 -1.28 0.17
H 3.26 0.18 -1.03
H 4.28 4.26 2.63
H -2.84 3.73 0.03
H -1.68 4.96 0.58
H 1.15 -3.48 0.87
H -4.81 -0.85 2.89
H 2.15 -4.69 0.03
H 1.80 -1.48 2.66
H -5.12 -2.82 0.81
*
```

The expectation value of S² is 6.01. The calculation puts the total energy at -81899.597 eV. As for the energy above the lowest of the compared OMol25 structures with the same formula, charge and spin: 52.4 kJ/mol. The HOMO energy (alpha / beta) is -6.25 / -9.14 eV. The orbital gap (alpha / beta) comes out at 0.230 / 0.228 hartree.

4.
Formula: C19H33BaCl2N2O3S
Source: OMol25
Level of theory: ωB97M-V with the def2-TZVPD basis set

```
! RIJCOSX wB97M-V def2-TZVPD def2/J DEFGRID3
* xyz -1 1
Ba 0.80 0.69 -0.33
Cl -0.29 3.27 0.54
Cl 1.36 -0.43 -2.90
S 3.11 -0.13 1.47
O 0.25 -2.14 0.18
O -0.55 -0.12 2.20
O 3.45 1.09 -4.04
N 1.26 -4.09 -0.49
N -2.38 0.21 3.55
C 2.82 -1.25 2.84
C 0.19 -4.96 -0.05
C 3.58 3.78 -5.14
C -2.21 -0.06 -1.03
C -2.05 -0.88 4.45
C 2.47 -4.72 -1.02
C 1.16 -2.76 -0.41
C -4.43 -1.11 -0.59
C 3.64 5.05 -5.74
C -3.51 1.06 3.92
C -2.96 -0.86 -0.32
C 3.42 5.19 -7.12
C 3.20 1.30 -5.21
C -2.20 0.81 -2.19
C 4.81 0.35 1.73
C -1.58 0.52 2.52
C 3.09 2.79 -7.29
C 3.14 4.05 -7.89
C 3.28 2.65 -5.90
H 3.75 3.68 -4.07
H -2.94 -1.50 4.60
H -4.78 -0.50 -1.44
H 3.85 5.93 -5.12
H 1.97 -2.20 -0.93
H 4.93 0.81 2.73
H -0.10 -5.62 -0.86
H 5.06 1.09 0.96
H 2.22 -5.36 -1.88
H -1.78 1.81 -1.93
H -3.64 1.82 3.14
H -4.61 -2.17 -0.81
H -1.50 0.38 -2.95
H -1.90 1.40 1.92
H 1.77 -1.56 2.79
H 2.93 -5.37 -0.25
H 3.46 6.18 -7.58
H 3.00 -0.72 3.79
H -3.32 1.55 4.89
H 2.97 4.16 -8.97
H -1.24 -1.47 4.04
H -2.59 -1.45 0.52
H -1.78 -0.48 5.44
H 2.92 0.48 -5.91
H -0.66 -4.35 0.28
H 2.88 1.90 -7.88
H 3.47 -2.12 2.73
H 5.46 -0.53 1.61
H -5.05 -0.89 0.29
H -3.21 0.95 -2.65
H 3.16 -3.93 -1.32
H 0.54 -5.60 0.77
H -4.42 0.46 4.03
*
```

The calculation puts the total energy at -65937.061 eV. The HOMO energy is -1.26 eV. The orbital gap comes out at 0.122 hartree.

5.
Formula: C21H25N3O5
Source: OMol25
Level of theory: ωB97M-V with the def2-TZVPD basis set

```
! RIJCOSX wB97M-V def2-TZVPD def2/J DEFGRID3
* xyz 0 1
O 2.47 -3.04 2.55
O 5.64 2.76 -4.31
O -0.22 1.06 -4.73
O -1.62 1.91 -0.30
O 3.73 2.06 -5.20
N -0.27 -0.83 0.56
N -0.64 2.95 -3.52
N -1.28 0.57 -2.08
C 0.69 -1.50 1.19
C 0.17 2.08 -4.18
C 1.64 2.39 -4.15
C 3.84 0.40 0.29
C 2.40 1.92 -5.15
C -1.23 4.96 -4.77
C 3.08 -1.95 1.87
C 4.45 2.69 -4.18
C -2.91 3.08 -4.47
C -1.02 1.00 -0.83
C -2.31 1.16 -2.91
C -2.70 4.59 -4.67
C 2.04 -1.15 1.15
C 3.65 3.18 -3.07
C 0.09 0.24 -0.13
C 2.41 -0.03 0.40
C -0.43 4.39 -3.60
C 1.40 0.67 -0.25
C 2.32 3.04 -3.06
C -4.39 2.78 -4.27
C -2.06 2.62 -3.29
H -3.15 5.11 -3.82
H -3.24 4.92 -5.56
H 0.62 4.62 -3.73
H -0.76 4.84 -2.66
H -2.33 3.22 -2.41
H 4.46 -0.39 -0.13
H -1.11 6.05 -4.81
H 4.20 3.65 -2.27
H -0.70 -0.15 -2.48
H 3.61 -1.30 2.58
H -2.55 2.55 -5.36
H -4.99 3.21 -5.07
H 1.74 3.40 -2.22
H 2.00 1.38 -6.00
H 3.94 1.28 -0.34
H -2.41 0.54 -3.80
H -3.25 1.13 -2.36
H -4.60 1.71 -4.25
H 4.26 0.64 1.27
H 3.83 -2.31 1.15
H -0.81 4.56 -5.70
H 1.64 1.55 -0.83
H 3.15 -3.52 3.03
H -4.75 3.20 -3.32
H 0.39 -2.37 1.76
*
```

The calculation puts the total energy at -36891.382 eV. As for the energy above the lowest of the compared OMol25 structures with the same formula, charge and spin: 175.5 kJ/mol. The HOMO energy is -9.28 eV. Its SMILES is Cc1cc(C(=O)NC[C@@H]2[C@@H](C)CCCN2C(=O)c2ccc(=O)oc2)ncc1CO. The orbital gap comes out at 0.337 hartree.

6.
Formula: C4H4N4O3
Source: OMol25
Level of theory: ωB97M-V with the def2-TZVPD basis set

```
! RIJCOSX wB97M-V def2-TZVPD def2/J DEFGRID3
* xyz 0 1
O 2.74 -0.18 -1.89
O -0.95 -2.11 0.01
O -3.46 -0.15 2.22
N 1.43 1.18 -0.69
N -2.63 -0.51 1.43
N 0.92 -1.18 -0.82
N -1.66 0.40 1.22
C -0.55 0.27 0.39
C -0.30 -1.10 -0.10
C 0.29 1.31 0.09
C 1.64 -0.02 -1.10
H -1.79 1.16 1.85
H 0.13 2.27 0.57
H 3.10 0.74 -1.95
H 1.10 -2.07 -1.25
*
```

The calculation puts the total energy at -16313.720 eV. As for the energy above the lowest of the compared OMol25 structures with the same formula, charge and spin: 65.7 kJ/mol. The HOMO energy is -8.90 eV. Its SMILES is O=NNc1cnc(O)[nH]c1=O. The orbital gap comes out at 0.328 hartree.

7.
Formula: C38H30BBrF9N5O17S
Source: OMol25
Level of theory: ωB97M-V with the def2-TZVPD basis set

```
! RIJCOSX wB97M-V def2-TZVPD def2/J DEFGRID3
* xyz 0 1
Br -3.51 2.86 -2.01
S -1.01 -1.13 -2.27
F 1.28 -2.77 -3.83
F 1.19 0.21 -1.90
F 0.75 -3.30 0.27
F 3.24 -3.39 -1.90
F 0.10 -4.04 -1.68
F 2.85 -1.41 -3.37
F 2.53 -1.84 -0.61
F 1.79 -4.86 -0.69
F 0.67 -0.17 -3.94
O -3.19 -0.02 -3.06
O 1.55 -0.12 -10.51
O -3.49 0.44 -0.88
O 5.27 1.98 4.54
O 3.65 -1.75 7.67
O 0.44 1.29 -9.30
O 5.53 0.61 6.19
O -1.18 -1.40 -0.87
O -4.72 -1.16 -1.84
O -1.51 1.58 0.98
O -8.25 -1.39 5.33
O 1.95 -1.70 9.00
O -1.59 -2.10 -3.13
O -2.82 2.55 -5.41
O -8.55 0.60 4.57
O -0.57 2.91 -0.81
O -0.74 2.27 -4.93
N -8.08 -0.52 4.50
N 0.88 0.17 -9.53
N 3.12 -1.49 8.74
N 5.14 0.89 5.07
N -1.69 2.96 -5.28
C -2.49 5.20 -5.91
C 0.08 -2.88 -6.72
C 3.38 -0.89 2.30
C -5.74 -1.45 1.10
C -0.15 4.87 -5.42
C 0.85 -3.16 -7.84
C 3.40 -0.63 11.04
C 1.13 -3.72 -0.93
C 6.09 -0.09 10.53
C -5.98 -2.42 2.07
C 1.71 -1.95 -2.87
C 0.09 6.22 -5.66
C 3.62 -2.40 4.16
C -0.97 7.05 -6.01
C 2.14 -2.69 -1.57
C 4.47 -0.17 4.30
C -0.28 0.93 1.37
C -0.44 -1.60 -6.52
C -1.44 4.38 -5.55
C 0.59 -0.89 -8.56
C 5.54 0.17 11.78
C 4.27 -1.41 4.88
C 4.03 0.10 3.01
C -7.03 0.14 2.37
C -0.18 -0.60 -7.45
C 3.17 -2.14 2.88
C -2.46 1.25 -1.38
C 1.10 -2.16 -8.77
C -3.93 -0.36 -1.93
C 0.74 -0.74 -2.72
C -1.94 0.47 -2.61
C -7.26 -0.84 3.33
C 3.96 -0.90 9.80
C -2.25 6.54 -6.14
C -6.73 -2.12 3.19
C 4.20 -0.10 12.03
C 5.29 -0.63 9.53
C -6.27 -0.18 1.25
B -1.44 1.95 -0.34
H -6.08 0.58 0.50
H 0.35 0.78 0.46
H 3.78 0.11 13.01
H -0.45 -0.08 1.78
H -0.25 2.70 -1.70
H 3.03 -0.69 1.30
H 7.13 0.12 10.34
H 0.33 1.55 2.05
H -7.43 1.13 2.48
H -1.47 1.11 -3.37
H 2.36 -0.84 11.24
H 4.18 1.07 2.56
H 6.17 0.58 12.57
H -1.03 -1.39 -5.65
H -3.50 4.81 -6.01
H 5.72 -0.84 8.56
H -3.07 7.20 -6.42
H 4.62 -1.62 5.88
H -5.57 -3.42 1.95
H -0.58 0.39 -7.29
H 2.65 -2.91 2.32
H -5.16 -1.70 0.23
H 1.25 -4.15 -7.99
H -0.78 8.11 -6.19
H 3.46 -3.37 4.61
H 0.68 4.23 -5.15
H 1.70 -2.39 -9.65
H -6.91 -2.87 3.94
H 1.09 6.62 -5.57
H -0.12 -3.65 -5.99
*
```

The calculation puts the total energy at -188148.703 eV. The HOMO energy is -9.77 eV. Its SMILES is COB(O)[C@]1(Br)OC(=O)O[C@@H]1S(=O)(=O)C(F)(F)C(F)(F)C(F)(F)C(F)(F)F.O=[N+]([O-])c1ccccc1.O=[N+]([O-])c1ccccc1.O=[N+]([O-])c1ccccc1.O=[N+]([O-])c1ccccc1.O=[N+]([O-])c1ccccc1. The orbital gap comes out at 0.311 hartree.

8.
Formula: C4H8O2
Source: OMol25
Level of theory: ωB97M-V with the def2-TZVPD basis set

```
! RIJCOSX wB97M-V def2-TZVPD def2/J DEFGRID3
* xyz 0 1
O 0.74 0.77 -0.68
O -1.23 -0.79 -0.22
C 2.36 -0.46 -1.91
C 1.69 0.63 -1.51
C -1.30 -0.74 1.06
C -2.11 0.18 1.93
H 2.33 -1.32 -1.19
H 2.04 1.64 -1.94
H -2.73 0.91 1.35
H 2.97 -0.50 -2.82
H -0.12 0.47 -1.02
H -1.21 0.73 2.44
H -2.68 -0.37 2.66
H -0.75 -1.16 1.84
*
```

The calculation puts the total energy at -8369.606 eV. As for the energy above the lowest of the compared OMol25 structures with the same formula, charge and spin: 354.6 kJ/mol. The HOMO energy is -8.67 eV. Its SMILES is C=CO.CC=O. The orbital gap comes out at 0.337 hartree.

9.
Formula: C2H3CdO2
Source: OMol25
Level of theory: ωB97M-V with the def2-TZVPD basis set

```
! RIJCOSX wB97M-V def2-TZVPD def2/J DEFGRID3
* xyz 1 1
Cd 2.26 0.18 -0.04
O 0.26 1.32 0.03
O 0.87 -1.15 -0.01
C -0.47 -0.84 -0.04
C -0.85 0.58 0.02
H -1.08 -1.11 0.90
H -1.03 -1.25 -0.90
H 0.04 2.27 0.05
*
```

The calculation puts the total energy at -10769.542 eV. As for the energy above the lowest of the compared OMol25 structures with the same formula, charge and spin: 129.4 kJ/mol. The HOMO energy (alpha / beta) is -13.54 / -13.54 eV. The orbital gap (alpha / beta) comes out at 0.216 / 0.216 hartree.

10.
Formula: CN3O2S
Source: OMol25
Level of theory: ωB97M-V with the def2-TZVPD basis set

```
! RIJCOSX wB97M-V def2-TZVPD def2/J DEFGRID3
* xyz -1 1
S -1.08 0.95 -0.21
O 1.09 -2.25 -0.58
O -0.82 -1.74 -1.41
N 0.44 -0.25 -0.32
N 0.17 2.32 1.89
N 0.19 -1.38 -0.82
C -0.38 1.79 1.04
*
```

The calculation puts the total energy at -20434.723 eV. As for the energy above the lowest of the compared OMol25 structures with the same formula, charge and spin: 50.6 kJ/mol. The HOMO energy is -4.80 eV. The orbital gap comes out at 0.307 hartree.

11.
Formula: C19H43HoOP3S
Source: OMol25
Level of theory: ωB97M-V with the def2-TZVPD basis set

```
! RIJCOSX wB97M-V def2-TZVPD def2/J DEFGRID3
* xyz 3 5
Ho 1.28 0.13 0.91
S -4.14 -2.59 -1.52
P 2.46 0.54 -1.61
P 0.10 -1.97 -0.27
P 1.84 2.78 1.19
O 3.29 -0.75 1.45
C -6.46 -1.49 -2.51
C 1.33 3.88 -0.16
C 3.08 -0.99 -2.40
C 3.76 -1.39 3.77
C -1.03 1.03 0.92
C -7.54 -1.10 0.04
C -5.73 -1.88 -1.39
C 0.94 3.44 2.63
C -6.28 -1.70 -0.10
C -0.66 -1.70 -1.89
C 1.47 1.31 -2.94
C 3.33 -0.23 2.89
C -0.68 0.52 2.16
C -7.72 -0.90 -2.37
C 1.20 -3.41 -0.41
C 3.99 1.54 -1.61
C -8.26 -0.70 -1.08
C 3.56 3.21 1.57
C -1.24 -2.55 0.81
H 3.86 -1.07 4.82
H 4.73 -1.82 3.45
H -0.35 1.16 2.99
H 3.81 2.93 2.60
H 4.72 1.11 -0.91
H 3.81 2.58 -1.32
H -9.24 -0.24 -0.97
H 1.14 2.31 -2.65
H -1.02 2.10 0.68
H -6.03 -1.65 -3.50
H -2.01 -1.77 0.93
H -7.94 -0.96 1.04
H 1.38 4.92 0.17
H 0.67 -4.27 -0.85
H -0.93 -0.51 2.47
H -0.84 -2.78 1.81
H -1.33 -0.83 -1.84
H 4.26 2.69 0.89
H 1.56 -3.70 0.59
H 2.05 1.39 -3.87
H 0.09 -1.50 -2.66
H -0.15 3.34 2.49
H -8.28 -0.58 -3.24
H 4.06 -0.46 0.92
H 2.28 0.10 3.13
H 0.57 0.71 -3.15
H 0.29 3.66 -0.45
H 1.22 2.88 3.53
H -4.02 -2.57 -2.87
H -5.70 -2.02 0.77
H 3.64 -0.75 -3.32
H 2.98 -2.18 3.75
H -1.72 -3.46 0.42
H -1.26 -2.57 -2.19
H -1.62 0.45 0.18
H 3.72 4.30 1.46
H 3.76 -1.51 -1.71
H 2.27 -1.68 -2.67
H 1.18 4.50 2.80
H 1.95 3.76 -1.06
H 4.45 1.54 -2.61
H 2.09 -3.18 -1.03
H 4.03 0.62 2.91
*
```

The expectation value of S² is 6.00. The calculation puts the total energy at -86921.829 eV. The HOMO energy (alpha / beta) is -13.94 / -13.94 eV. The orbital gap (alpha / beta) comes out at 0.094 / 0.097 hartree.

Question: What is the formula in the sixth record?
Answer: C4H4N4O3